# 1
DFT (ωB97M-V/def2-TZVPD) results for 2 unconnected molecules or ions with the total composition C3H12NO2 at a distorted geometry.

Output
LUMO level = -3.378 eV
E = -326.48449 Eh
ΔE to the lowest compared entry with this formula, charge and spin = 75.1 kJ/mol
F_max = 1.76 eV Å⁻¹
frontier orbital gap = 10.0 eV

Structure (ORCA input):
```
! wB97M-V def2-TZVPD RIJCOSX def2/J DEFGRID3
* xyz 1 1
C 0.572 0.582 0.226
O 1.930 0.803 -0.063
C -0.279 1.568 -0.561
C -1.642 0.973 -0.938
N 0.499 1.792 -1.893
H 0.352 0.760 1.285
H 0.258 -0.434 0.011
H 2.475 0.101 0.313
H -0.383 2.559 -0.140
H -1.456 0.041 -1.460
H -2.210 0.778 -0.032
H -2.189 1.629 -1.616
H 0.404 0.964 -2.480
H 1.490 1.847 -1.641
H 0.212 2.627 -2.404
H 0.041 -6.308 3.700
H -0.424 -4.897 3.998
O 0.351 -5.386 3.696
*
```

Atom charges from the Löwdin analysis, given in e for atoms 1 to 6: -0.210, -0.047, -0.270, -0.028, 0.218, 0.145

# 2
DFT (ωB97M-V/def2-TZVPD) results for a molecular structure, C41H34CrN5O4P2 at a distorted geometry.

Output
LUMO level (alpha / beta) = -2.665 / -3.002 eV
E = -3884.69481 Eh
ΔE to the lowest compared entry with this formula, charge and spin = 16.8 kJ/mol
F_max = 1.38 eV Å⁻¹
frontier orbital gap (alpha / beta) = 5.9 / 7.8 eV

Structure (ORCA input):
```
! wB97M-V def2-TZVPD RIJCOSX def2/J DEFGRID3
* xyz 1 5
Cr 1.813 0.473 -0.620
O 4.104 -0.789 -3.752
C 3.422 -0.619 -2.615
O 2.690 0.435 -2.467
C 3.531 -1.569 -1.587
C 4.252 -2.789 -1.552
C 4.191 -3.557 -0.418
C 3.414 -3.154 0.694
C 2.744 -1.957 0.603
N 2.813 -1.191 -0.480
C 1.820 -1.333 1.627
O 1.568 -1.859 2.680
O 1.360 -0.167 1.209
H 3.928 -0.038 -4.331
H 4.825 -3.082 -2.421
H 4.736 -4.491 -0.369
H 3.320 -3.760 1.583
N 1.789 3.324 0.838
C 0.984 3.332 -0.283
C 0.225 4.474 -0.539
C -0.593 4.507 -1.646
C -0.605 3.407 -2.500
C 0.176 2.324 -2.184
N 0.934 2.253 -1.073
C 2.953 2.625 1.082
C 3.754 3.052 2.146
C 4.961 2.435 2.375
C 5.359 1.410 1.517
C 4.508 1.032 0.512
N 3.304 1.600 0.298
H 1.639 4.104 1.455
H 0.288 5.319 0.134
H -1.195 5.379 -1.859
H -1.221 3.384 -3.387
H 0.211 1.457 -2.830
H 3.416 3.868 2.772
H 5.596 2.753 3.190
H 6.310 0.914 1.640
H 4.783 0.237 -0.168
N -1.455 -0.252 0.030
P -0.259 -0.823 -1.031
C -1.247 -0.815 -2.571
C -1.035 -1.774 -3.560
C -1.774 -1.747 -4.733
C -2.731 -0.762 -4.932
C -2.944 0.199 -3.956
C -2.201 0.181 -2.785
C -0.202 -2.611 -0.646
C -1.036 -3.132 0.339
C -0.987 -4.480 0.655
C -0.116 -5.321 -0.021
C 0.709 -4.811 -1.013
C 0.673 -3.462 -1.319
P -1.384 1.033 1.203
C -3.096 1.692 0.980
C -3.294 2.972 1.500
C -4.546 3.565 1.492
C -5.628 2.890 0.947
C -5.444 1.626 0.409
C -4.190 1.032 0.424
C -1.693 0.197 2.805
C -2.615 -0.831 2.960
C -2.827 -1.393 4.208
C -2.129 -0.922 5.312
C -1.220 0.114 5.165
C -1.000 0.667 3.914
H -2.372 -0.336 -0.384
H -0.306 -2.558 -3.411
H -1.605 -2.500 -5.490
H -3.311 -0.746 -5.845
H -3.694 0.965 -4.105
H -2.371 0.950 -2.041
H -1.710 -2.476 0.868
H -1.627 -4.870 1.435
H -0.077 -6.374 0.227
H 1.393 -5.467 -1.537
H 1.340 -3.065 -2.077
H -2.447 3.498 1.928
H -4.681 4.553 1.916
H -6.612 3.340 0.951
H -6.282 1.088 -0.016
H -4.108 0.034 0.007
H -3.179 -1.186 2.105
H -3.543 -2.197 4.322
H -2.297 -1.370 6.282
H -0.678 0.481 6.028
H -0.269 1.459 3.785
*
```

Atom charges from the Löwdin analysis, given in e for atoms 1 to 6: 0.752, 0.138, -0.452, -0.096, -0.221, 0.012